# 1
Below is C13H22N6STc as an isolated structure, with properties calculated with ωB97M-V/def2-TZVPD.

CARTESIAN COORDINATES (ANGSTROEM)
C 4.15000 -1.53432 1.08011
H -3.50369 -0.72470 1.42538
H 2.64427 -2.55195 -0.14531
C 2.90134 0.23437 1.38984
C 2.95244 -1.70905 0.44342
H 0.32740 -3.16574 0.30370
C 0.78186 3.00985 1.58822
N 4.10464 -0.31037 1.67091
H -1.64669 -2.28773 -2.44151
H -3.43555 -0.80514 -2.25390
C -1.41352 -1.35334 -1.92178
H -1.40832 2.04131 -0.15069
C -0.63906 -2.83870 -0.08621
H -3.61187 1.13722 -0.87636
H -1.69746 1.66474 2.04270
C -2.71793 -0.73283 -1.43326
C 1.85915 3.56963 2.21623
H 4.84841 0.09198 2.22085
H 3.74095 2.73994 2.67033
H 1.99544 4.55964 2.60191
H -1.02202 -3.62914 -0.74290
N 2.16942 -0.61072 0.64323
C 2.32854 1.49987 1.68709
H -3.29584 1.76196 1.28251
C -2.61115 0.75158 -1.08916
H -3.12826 -1.31150 -0.61017
N -0.39754 -1.61085 -0.87373
H 0.45380 -1.81047 -1.40442
H -3.11318 0.00044 2.98493
N 2.82272 2.61195 2.27476
H -0.95357 -0.67994 -2.64730
H -0.15920 3.47149 1.36003
H -1.48137 -3.58929 1.71896
Tc 0.23456 0.09406 0.29336
N 1.07337 1.71856 1.26049
H -2.64425 -2.66320 0.78469
C -2.38254 1.15748 1.35669
S -1.27370 -1.27622 2.19749
H 5.00470 -2.17811 1.14171
H -2.23630 1.27020 -1.97675
N -1.70664 1.08257 0.04084
C -1.60361 -2.70535 1.09216
C -2.73839 -0.18723 1.97846

Output
- <S²>: 1.04
- 2S+1: 2
- Energy relative to the best compared isomer or geometry (same formula, charge and spin): 6.7 kcal/mol
- Molecular weight: 392.43 Da
- LUMO energy (spin up / spin down): -6.82 / -6.59 eV
- HOMO energy (spin up / spin down): -14.43 / -14.07 eV
- Total charge: +2

# 2
Below is C13H23AlF5NO2P2 as an isolated structure, with properties calculated with ωB97M-V/def2-TZVPD.

CARTESIAN COORDINATES (ANGSTROEM)
C 2.16782 -0.78999 -0.82996
H -0.16282 -3.15271 -4.03044
H -2.37394 -2.48532 -2.98802
H -2.99826 1.91034 -2.18892
C -2.10477 2.07297 -1.56945
H 1.15785 2.95481 -0.60261
P -2.18906 0.97013 -0.11026
C -1.40550 -2.12917 -2.61887
H 3.19021 0.95520 2.50362
O 2.70110 2.24061 -1.77611
H 2.00282 -2.16525 -3.16883
C 1.03235 -1.96084 -2.72133
N -0.20651 -0.93233 -0.92703
H 0.80458 3.63689 0.65530
H 3.41408 1.63303 0.85229
F 0.85609 -0.46603 3.92813
H -4.46714 1.85040 0.07205
H -2.08106 3.12767 -1.25873
H -4.10292 0.66752 1.37019
H 2.84194 -2.05245 2.54003
F -1.57675 0.76195 3.12092
C -1.38244 -1.24774 -1.53686
H 4.34465 0.20901 1.36614
C 1.03289 -1.22944 -1.49692
C 2.59353 -2.06654 1.47079
C -3.69209 1.49791 0.77475
C 3.37328 0.71125 1.44682
C -0.16852 -2.47947 -3.18420
H 3.47206 -2.33050 0.86177
O 0.37504 3.14049 -0.16910
H 0.12863 1.75508 0.48744
F -2.21161 -1.17072 2.25577
H 2.51206 1.33542 -1.64646
H 1.79927 -2.79469 1.24646
H 3.11865 -0.77668 -1.38898
C -2.64014 -0.62887 -0.95123
P 2.05318 -0.41274 0.90442
H -3.42785 2.32301 1.45531
H -1.21796 1.85313 -2.18009
F -0.96655 -1.35140 4.71895
H 2.32459 2.43424 -2.66909
F 0.08339 -2.36982 3.10459
C -0.28040 -1.13962 3.57089
H -3.39001 -0.42267 -1.73580
H -3.09481 -1.29069 -0.18609
Al -0.15499 0.18225 0.73957
C -1.08395 -0.37759 2.48922

Output
- 2S+1: 1
- Energy relative to the best compared isomer or geometry (same formula, charge and spin): 33.3 kcal/mol
- Molecular weight: 409.25 Da
- LUMO energy (spin up / spin down): -9.23 / -9.05 eV
- HOMO energy (spin up / spin down): -15.45 / -15.56 eV
- Total charge: +2

# 3
Below is C13H23AlI2OP2S as an isolated structure, with properties calculated with ωB97M-V/def2-TZVPD.

CARTESIAN COORDINATES (ANGSTROEM)
C 0.04836 -1.30487 2.02567
S -0.14592 -1.93392 0.39917
H 2.42275 1.91919 1.08437
I -0.08109 1.66393 -7.07528
H 2.91809 -0.61510 -2.86092
O -0.08065 0.29250 -4.07311
C -0.18997 0.34640 3.79744
H -2.85212 2.74349 -0.53869
H -0.53038 1.33992 4.13379
H 2.69371 -1.02078 1.21057
H 0.97266 -3.15758 2.61051
C 2.89440 1.82719 0.09893
C -3.33978 0.30865 -2.33051
H 2.85288 -1.95657 -0.27824
C -0.36573 -0.02646 2.46231
H 3.98115 1.73135 0.22740
H -2.87667 -1.01517 1.19518
H -0.83167 0.68315 1.76701
C -0.08306 0.15619 -2.92865
Al -0.08540 0.02504 -0.83237
H -3.08119 -0.60836 -2.87203
P 2.23827 0.35329 -0.74982
H 1.34236 -2.45838 4.96913
H 0.54713 -0.22665 5.74353
H -4.32764 -0.77774 0.18547
H 4.25106 0.30478 -2.09793
C 0.66421 -2.17627 2.95824
C 0.41394 -0.52272 4.70819
C 0.85452 -1.78343 4.27444
H 4.14297 -0.80386 0.18657
P -2.41604 0.36961 -0.76340
H -2.63747 1.96624 1.05154
I -0.08095 -1.04704 -7.17000
H -3.05182 -1.93731 -0.29747
H -4.17444 1.76166 0.16652
C 3.17288 0.29883 -2.31219
C -3.08567 1.85500 0.05783
H -3.07264 1.17432 -2.94559
H -4.41905 0.31735 -2.12045
H 2.91144 1.16658 -2.92651
H 2.67340 2.72424 -0.48982
C 3.05997 -0.98799 0.18126
C -3.24680 -0.96867 0.16790

Output
- 2S+1: 1
- Energy relative to the best compared isomer or geometry (same formula, charge and spin): 0.0 kcal/mol
- Molecular weight: 570.13 Da
- LUMO energy: -8.53 eV
- HOMO energy: -13.88 eV
- Total charge: +2

Q: Which value of total charge does entry 3 give?
A: +2

Q: Number 3 is which compound?
A: C13H23AlI2OP2S

Q: 2S+1 of number 1 (C13H22N6STc)?
A: 2

Q: What is the total charge in the first record?
A: +2